1.
Formula: C34H37N5O5SbSe4Tl
Source: the OMol25 dataset
Level of theory: ωB97M-V/def2-TZVPD

```
87
Properties=species:S:1:pos:R:3:forces:R:3
Tl -0.762 -0.016 -0.230 -0.3 0.2 -0.3
C 3.775 -0.246 -4.097 0.0 0.0 0.0
N 3.874 -0.721 -2.730 -0.1 -0.1 0.0
C 4.067 -2.155 -2.571 -0.1 0.1 0.0
C 3.329 0.059 -1.747 0.2 0.0 0.1
O 3.091 1.242 -1.909 -0.1 -0.1 -0.2
C 3.123 -0.615 -0.387 -0.1 0.1 0.0
O 2.428 0.187 0.528 0.0 0.0 -0.1
C 2.957 1.462 0.779 0.0 0.0 0.2
C 1.920 2.550 0.483 0.1 0.0 -0.1
O 0.797 2.309 0.097 0.2 -0.1 0.1
N 2.354 3.825 0.710 -0.1 0.0 0.0
C 3.631 4.112 1.319 0.0 0.1 0.0
C 1.409 4.923 0.580 -0.1 0.0 0.0
H 4.736 -0.356 -4.608 0.0 0.0 0.0
H 3.016 -0.816 -4.640 0.0 0.0 0.0
H 3.485 0.800 -4.084 0.0 0.0 0.0
H 4.686 -2.504 -3.400 0.0 0.0 0.0
H 4.605 -2.376 -1.648 0.0 0.0 0.0
H 3.115 -2.691 -2.574 -0.1 -0.1 0.0
H 2.522 -1.517 -0.520 0.0 0.0 0.0
H 4.109 -0.903 0.012 0.0 0.0 0.0
H 3.229 1.529 1.843 -0.1 -0.1 0.0
H 3.853 1.652 0.189 0.0 0.0 0.1
H 4.449 3.590 0.819 0.0 0.0 0.0
H 3.819 5.181 1.226 0.0 0.0 0.0
H 3.663 3.860 2.386 0.0 0.0 0.0
H 0.495 4.572 0.102 0.0 0.0 0.0
H 1.138 5.322 1.563 0.0 0.0 0.0
H 1.856 5.722 -0.017 0.0 0.0 0.0
C -1.830 2.451 3.673 0.0 0.0 0.0
C -0.934 1.808 2.801 -0.2 0.1 0.0
N -0.905 0.508 2.624 0.0 0.0 -0.1
C -1.827 -0.242 3.261 0.0 0.0 -0.1
C -2.709 0.290 4.207 -0.1 0.1 0.1
C -2.686 1.683 4.409 0.0 0.0 0.0
C -3.661 -0.560 4.863 0.0 0.0 0.0
C -3.765 -1.867 4.546 0.0 0.0 0.0
C -2.946 -2.428 3.510 -0.1 0.0 0.0
C -3.109 -3.747 3.054 0.0 0.0 0.0
C -2.364 -4.197 1.994 0.0 0.0 0.0
C -1.454 -3.308 1.399 0.0 0.0 0.0
N -1.271 -2.078 1.819 0.2 -0.1 0.1
C -1.989 -1.629 2.864 0.0 0.0 0.0
H -1.851 3.530 3.715 0.0 0.0 0.0
H -0.271 2.396 2.177 0.0 0.0 0.1
H -3.404 2.133 5.085 0.0 0.0 0.0
H -4.326 -0.114 5.594 0.0 0.0 0.0
H -4.506 -2.500 5.021 0.0 0.0 0.0
H -3.847 -4.383 3.530 0.0 0.0 0.0
H -2.484 -5.195 1.594 0.0 0.0 0.0
H -0.877 -3.611 0.529 0.0 0.0 0.0
Se -2.351 1.784 -2.840 0.1 0.0 0.0
Sb -3.799 2.480 -0.920 -0.1 0.0 0.1
Se -3.720 0.435 0.511 0.1 -0.2 0.1
Se -2.815 4.339 0.358 0.1 0.0 0.0
Se -6.116 2.932 -1.614 0.1 -0.1 -0.1
C -6.457 0.091 -4.446 0.0 0.0 0.1
O -5.419 -0.809 -4.067 0.0 0.1 0.0
C -5.601 -1.514 -2.930 0.0 -0.1 0.1
C -6.838 -1.904 -2.429 0.0 0.0 0.0
C -6.901 -2.675 -1.278 0.0 0.0 0.0
C -5.743 -3.061 -0.617 0.0 0.0 0.0
C -4.512 -2.646 -1.096 0.0 0.1 0.1
C -4.442 -1.881 -2.247 0.0 0.0 -0.1
N -3.229 -1.303 -2.695 -0.1 0.0 0.0
C -2.054 -1.838 -2.763 0.0 -0.1 0.0
C -1.654 -3.203 -2.634 0.0 0.1 0.0
C -2.512 -4.289 -2.891 0.0 -0.1 0.0
C -2.063 -5.583 -2.849 0.0 0.0 0.0
C -0.706 -5.819 -2.532 0.0 0.0 0.0
C 0.160 -4.795 -2.275 0.0 0.0 0.0
C -0.262 -3.414 -2.300 0.1 0.2 0.2
O 0.514 -2.467 -2.005 0.2 -0.3 -0.2
H -6.781 0.679 -3.585 0.0 0.0 0.0
H -7.295 -0.452 -4.898 0.0 0.0 0.0
H -6.012 0.762 -5.175 0.0 0.0 0.0
H -7.743 -1.583 -2.925 0.0 0.0 0.0
H -7.869 -2.961 -0.885 0.0 0.0 0.0
H -5.797 -3.631 0.301 0.0 0.0 0.0
H -3.602 -2.864 -0.552 0.0 0.0 0.0
H -3.239 -0.251 -2.864 0.1 0.0 0.1
H -1.268 -1.111 -2.957 0.0 0.0 0.0
H -3.547 -4.090 -3.143 0.0 0.0 0.0
H -2.731 -6.407 -3.062 0.0 0.0 0.0
H -0.344 -6.842 -2.492 0.0 0.0 0.0
H 1.197 -4.988 -2.022 0.0 0.0 0.0
```
Forces are in eV/Å.

Computed properties:
- LUMO energy (eV) = 3.836
- orbital gap (eV) = 4.69
- HOMO (eV) = -0.85
- total charge = -2

Atomic partial charges in e from the Löwdin method, atoms 1 to 8:
1. Tl 0.6346
2. C -0.0480
3. N -0.1452
4. C -0.0572
5. C -0.4074
6. O 0.0789
7. C -0.1236
8. O -0.1468



2.
Formula: C24H23NO2
Source: the OMol25 dataset
Level of theory: ωB97M-V/def2-TZVPD

```
50
Properties=species:S:1:pos:R:3:forces:R:3
C -1.464 -2.917 -3.044 -0.5 -0.5 0.4
N -0.271 -2.089 -3.189 0.1 1.6 0.2
C 0.984 -2.800 -3.453 0.5 -0.1 0.1
C -0.313 -0.809 -2.982 -0.1 -0.9 -0.9
H -1.166 -3.957 -3.232 -0.3 0.4 0.1
H -1.836 -2.821 -2.016 0.2 -0.1 -0.2
H -2.253 -2.621 -3.748 0.4 0.0 0.1
H 0.739 -3.788 -3.848 0.1 0.3 -0.1
H 1.610 -2.242 -4.163 -0.3 -0.2 0.2
H 1.523 -2.928 -2.505 -0.2 0.1 -0.1
H 0.585 -0.207 -3.143 -0.3 -0.2 0.4
H -1.279 -0.319 -2.825 0.5 -0.3 0.2
C -3.978 -0.759 1.910 0.1 0.1 0.0
C -3.731 -0.978 0.557 0.0 -0.2 -0.3
C -2.474 -0.719 0.004 0.0 0.4 0.8
C -1.450 -0.198 0.812 0.0 -0.4 0.1
C -0.121 0.153 0.252 1.2 0.0 -0.3
C 0.768 -0.914 -0.150 -1.4 1.3 -0.1
C 2.260 -0.670 -0.159 -0.4 -0.4 0.2
C 2.916 -0.514 1.065 0.3 0.0 -0.4
C 4.314 -0.442 1.086 -0.3 -0.1 -0.4
C 5.023 -0.573 -0.117 0.0 0.1 0.1
C 4.354 -0.706 -1.336 -0.3 0.0 -0.1
C 2.962 -0.741 -1.358 0.3 0.0 0.6
O 0.312 -2.033 -0.448 0.6 -0.8 -0.1
C 0.390 1.511 0.266 -0.2 0.0 -0.3
C -0.263 2.511 1.196 0.4 0.1 -0.3
C -1.602 2.859 1.058 0.0 0.1 0.4
C -2.173 3.773 1.947 0.4 0.0 -0.1
C -1.379 4.340 2.952 -0.1 0.0 0.0
C -0.018 4.020 3.055 -0.1 0.1 -0.1
C 0.550 3.123 2.156 -0.4 -0.1 0.0
O 1.311 1.916 -0.461 -0.2 -0.3 0.5
C -1.686 -0.049 2.192 -0.1 0.0 -0.3
C -2.945 -0.298 2.729 0.2 0.0 0.0
H -4.960 -0.954 2.338 0.2 0.0 -0.2
H -4.520 -1.357 -0.096 0.1 0.1 0.3
H -2.267 -0.887 -1.053 -0.2 0.1 0.3
H 2.320 -0.450 1.979 0.2 0.0 -0.3
H 4.834 -0.288 2.033 -0.1 -0.1 -0.3
H 6.108 -0.554 -0.106 -0.1 0.0 0.0
H 4.887 -0.778 -2.285 0.1 0.1 0.3
H 2.394 -0.792 -2.286 0.4 -0.1 0.2
H -2.191 2.383 0.273 0.0 0.2 0.2
H -3.227 4.033 1.842 0.3 0.0 0.1
H -1.827 5.039 3.662 0.2 -0.2 -0.2
H 0.610 4.474 3.826 -0.3 -0.1 -0.2
H 1.606 2.855 2.196 -0.3 0.1 0.0
H -0.855 0.283 2.824 -0.4 0.0 -0.2
H -3.112 -0.121 3.793 0.0 -0.1 -0.3
```
Forces are in eV/Å.

Computed properties:
- LUMO energy (eV) = -1.234
- orbital gap (eV) = 5.60
- HOMO (eV) = -6.83
- total charge = 0

Atomic partial charges in e from the Löwdin method, atoms 1 to 8:
1. C -0.0018
2. N -0.1861
3. C -0.0070
4. C 0.1624
5. H 0.0986
6. H 0.0962
7. H 0.1108
8. H 0.0936



3.
Formula: C5H4Br2Cl2O2
Source: the OMol25 dataset
Level of theory: ωB97M-V/def2-TZVPD

```
15
Properties=species:S:1:pos:R:3:forces:R:3
C -0.205 2.036 -0.042 0.3 0.2 0.3
C 1.133 -0.945 1.308 0.1 0.7 1.7
C -1.647 0.115 -0.610 -0.9 0.3 -2.3
C -0.377 0.739 -0.596 1.7 1.2 0.1
C 1.333 -1.665 0.137 0.6 -0.8 -1.6
O -0.880 2.538 0.798 -0.3 0.4 0.1
O 1.633 0.102 1.567 0.4 0.8 0.2
Cl 0.106 -1.768 2.469 -0.4 0.1 0.6
Cl 0.498 -3.055 -0.134 -0.5 -1.3 -0.7
Br 1.368 2.988 -0.757 0.0 -0.1 0.0
Br 2.538 -1.129 -1.152 0.3 0.1 0.1
H -1.968 0.062 -1.666 -0.1 -0.1 0.1
H -2.426 0.558 -0.088 -1.1 1.4 1.1
H -1.629 -0.849 -0.276 0.3 -3.0 0.8
H 0.522 0.276 -0.959 -0.3 0.1 -0.5
```
Forces are in eV/Å.

Computed properties:
- LUMO energy (alpha / beta) (eV) = -2.582 / -1.386
- orbital gap (alpha / beta) (eV) = 6.60 / 8.27
- HOMO (alpha / beta) (eV) = -9.18 / -9.65
- total charge = 0

Atomic partial charges in e from the Löwdin method, atoms 1 to 8:
1. C -0.8269
2. C -1.0104
3. C -0.0641
4. C -0.1655
5. C -1.2284
6. O 0.0615
7. O 0.0416
8. Cl 0.6852



4.
Formula: C21H16N4O4S2Y
Source: the OMol25 dataset
Level of theory: ωB97M-V/def2-TZVPD

```
48
Properties=species:S:1:pos:R:3:forces:R:3
Y 0.022 0.151 -0.287 -0.3 -1.7 -3.1
C 1.211 -0.293 3.995 -0.2 0.0 -0.1
C 1.129 -0.137 2.498 -0.4 -0.1 1.1
N 0.006 -0.048 1.899 0.0 0.2 -0.7
N -1.243 -0.059 2.394 0.1 -0.1 0.9
C -2.232 0.065 1.485 -0.3 -0.1 1.2
O -2.211 0.202 0.237 0.5 0.2 0.5
C -3.584 0.042 2.155 -0.2 0.0 -0.5
C -4.700 0.165 1.331 -0.1 0.0 0.1
C -5.979 0.159 1.869 0.0 0.0 0.0
C -6.157 0.028 3.238 0.1 0.0 0.0
C -5.045 -0.097 4.063 -0.1 0.0 0.0
C -3.768 -0.090 3.527 0.1 0.0 0.0
C 2.375 -0.087 1.690 0.7 -0.1 0.6
C 3.601 -0.189 2.362 -0.1 0.0 0.0
C 4.787 -0.147 1.658 0.0 0.0 -0.2
C 4.746 -0.002 0.279 0.0 0.0 0.1
C 3.502 0.096 -0.314 0.0 0.0 -0.2
N 2.358 0.053 0.357 -0.2 0.2 0.5
H 0.190 -0.305 4.372 0.0 0.0 0.0
H 1.745 0.535 4.464 0.0 0.0 0.0
H 1.699 -1.225 4.286 0.0 0.0 0.0
H -4.546 0.266 0.266 0.0 0.0 0.0
H -6.837 0.256 1.215 0.0 0.0 0.0
H -7.154 0.023 3.660 0.0 0.0 0.0
H -5.175 -0.199 5.134 0.0 0.0 0.0
H -2.898 -0.186 4.160 0.0 0.0 0.0
H 3.625 -0.299 3.435 0.0 0.0 0.0
H 5.731 -0.225 2.182 0.0 0.0 0.0
H 5.640 0.038 -0.325 0.0 0.0 0.0
H 3.414 0.209 -1.389 0.0 0.0 0.0
O 0.088 7.536 1.670 -0.1 0.0 0.1
S 0.559 6.966 0.440 -0.1 -0.2 -0.1
O 1.642 7.632 -0.226 0.1 0.0 -0.1
N 0.909 5.365 0.644 0.1 0.1 0.1
C 0.121 4.604 -0.049 -0.3 0.1 -0.3
S 0.157 2.908 -0.102 0.2 0.4 0.1
C -0.918 5.346 -0.859 0.1 0.0 0.1
C -1.902 4.833 -1.685 0.0 0.0 0.0
C -2.748 5.726 -2.330 0.0 0.0 0.0
C -2.613 7.099 -2.152 0.0 0.0 0.0
C -1.626 7.613 -1.319 0.0 0.0 0.0
C -0.797 6.709 -0.688 0.1 0.0 0.1
H -1.997 3.762 -1.808 0.0 0.0 0.0
H -3.527 5.350 -2.980 0.0 0.0 0.0
H -3.286 7.774 -2.666 0.0 0.0 0.0
H -1.511 8.678 -1.169 0.0 0.0 0.0
O 0.031 -1.734 -0.582 0.2 1.0 -0.3
```
Forces are in eV/Å.

Computed properties:
- LUMO energy (eV) = 1.997
- orbital gap (eV) = 6.67
- HOMO (eV) = -4.67
- total charge = -1

Atomic partial charges in e from the Löwdin method, atoms 1 to 8:
1. Y 0.9844
2. C -0.0306
3. C -0.2563
4. N -0.1058
5. N 0.0810
6. C -0.4474
7. O -0.1177
8. C -0.1342



Let's list ΔE to the lowest compared entry with this formula, charge and spin in order: 48.4; 355.1; 173.5; 176.4 kJ/mol.
Let's list F_max in order: 0.5; 1.9; 3.1; 3.5 eV Å⁻¹.